This record from the OMol25 dataset describes an isolated ion of composition C4H14N3 and charge +1 in a non-equilibrium geometry. The level of theory is the ωB97M-V functional and the def2-TZVPD basis.

```
! wB97M-V def2-TZVPD RIJCOSX def2/J DEFGRID3
* xyz 1 1
N -1.8733 1.6302 0.1471
C -0.6988 1.8062 1.0269
C 0.5275 1.2256 0.2702
C 0.2539 -0.3034 0.1324
N -0.7077 -0.6837 -0.9483
C 1.4338 -1.1700 -0.2467
N 1.0556 -2.5848 -0.3866
H -1.9064 2.3438 -0.5234
H -2.8000 1.7050 0.5827
H -0.4090 2.8407 1.4332
H -1.0250 1.3054 1.8977
H 0.6448 1.5294 -0.7887
H 1.4580 1.5495 0.7921
H 0.0137 -0.8394 1.1532
H -0.5890 -1.6879 -1.1078
H -1.6451 -0.4797 -0.5720
H -0.5977 -0.1605 -1.8371
H 1.8639 -0.8050 -1.1355
H 2.2637 -0.9443 0.4207
H 0.9733 -3.0501 0.6231
H 1.7639 -3.2269 -0.9332
*
```

Values from the calculation:
Structure (SMILES): NCC[C@@H]([NH3+])CN
Frontier orbital gap in eV: 11.0
Electronic energy in eV: -8838.3822
LUMO in eV: -2.7552
Energy above the lowest of the compared OMol25 structures with the same formula, charge and spin in kJ/mol: 158.3